[1]
{
  "formula": "C4H10O2",
  "method": "ωB97M-V with the def2-TZVPD basis set",
  "symbols": ["C", "O", "C", "C", "O", "C", "H", "H", "H", "H", "H", "H", "H", "H", "H", "H"],
  "coordinates": [[-0.845, 1.033, 2.002], [-0.420, 1.903, 0.984], [0.485, 1.281, 0.102], [-0.099, 0.102, -0.696], [0.877, -0.912, -0.670], [0.574, -2.001, -1.496], [-1.503, 1.598, 2.665], [-1.408, 0.185, 1.591], [0.004, 0.629, 2.573], [0.843, 2.070, -0.564], [1.352, 0.881, 0.652], [-1.045, -0.260, -0.261], [-0.336, 0.390, -1.731], [-0.330, -2.534, -1.162], [0.425, -1.682, -2.539], [1.424, -2.684, -1.450]],
  "molar_mass_g_mol": 90.12,
  "spin_multiplicity": 1,
  "total_charge": 0,
  "lumo_ev": 1.03,
  "relative_energy_kj_mol": 172.4
}

=====

[2]
{
  "formula": "C5H8BrN2",
  "method": "ωB97M-V with the def2-TZVPD basis set",
  "symbols": ["C", "C", "C", "C", "C", "N", "N", "Br", "H", "H", "H", "H", "H", "H", "H", "H"],
  "coordinates": [[-1.726, 0.207, 0.444], [-1.340, 1.206, 1.273], [-0.573, -0.332, -0.172], [1.816, 0.215, -0.226], [-0.368, -1.542, -1.044], [0.024, 1.303, 1.189], [0.480, 0.292, 0.366], [0.278, -0.861, -2.786], [-2.642, -0.409, 0.338], [-1.854, 1.846, 1.989], [1.749, 0.889, -1.107], [2.554, 0.339, 0.534], [1.908, -0.727, -0.722], [-1.317, -2.015, -1.282], [0.249, -2.261, -0.577], [0.762, 1.850, 1.784]],
  "molar_mass_g_mol": 176.04,
  "spin_multiplicity": 1,
  "total_charge": 1,
  "lumo_ev": -4.04,
  "relative_energy_kj_mol": 185.8
}

=====

[3]
{
  "formula": "C11H18NO4S",
  "method": "ωB97M-V with the def2-TZVPD basis set",
  "symbols": ["C", "C", "C", "S", "C", "C", "C", "O", "O", "C", "N", "H", "H", "H", "H", "H", "H", "H", "H", "H", "H", "H", "H", "O", "C", "O", "C", "C", "C", "H", "H", "H", "H", "H", "H"],
  "coordinates": [[0.813, 0.105, 0.561], [0.764, 1.460, 0.557], [1.225, 2.205, -0.697], [-0.073, 3.279, -1.504], [-1.461, 2.254, -2.088], [-2.306, 1.541, -0.988], [-3.122, 2.525, -0.076], [-4.241, 1.864, 0.513], [-0.617, 4.328, -0.286], [0.419, 4.740, 0.449], [1.219, 4.824, 1.233], [1.305, -0.405, 1.404], [0.427, -0.489, -0.286], [0.431, 1.989, 1.466], [1.508, 1.474, -1.492], [2.138, 2.817, -0.532], [-2.156, 2.852, -2.711], [-0.999, 1.474, -2.736], [-1.740, 0.793, -0.399], [-3.081, 0.948, -1.532], [-3.506, 3.350, -0.721], [-2.481, 2.887, 0.751], [-5.046, 2.310, 0.213], [1.288, -2.773, -1.479], [1.512, -3.279, -0.416], [1.714, -2.562, 0.721], [2.065, -3.452, 1.798], [1.529, -4.809, 1.381], [1.657, -4.756, -0.135], [3.151, -3.450, 1.911], [1.614, -3.100, 2.725], [2.062, -5.640, 1.840], [0.476, -4.892, 1.657], [2.641, -5.086, -0.474], [0.873, -5.325, -0.628]],
  "molar_mass_g_mol": 260.33,
  "spin_multiplicity": 1,
  "total_charge": 1,
  "lumo_ev": -4.71
}

=====

[4]
{
  "formula": "C40H33CrF5N7O3",
  "method": "ωB97M-V with the def2-TZVPD basis set",
  "symbols": ["Cr", "C", "C", "C", "N", "C", "C", "C", "C", "C", "C", "C", "N", "C", "C", "C", "N", "C", "C", "C", "C", "C", "C", "C", "N", "C", "C", "H", "H", "H", "H", "H", "H", "H", "H", "H", "H", "H", "H", "H", "H", "H", "H", "H", "H", "H", "H", "H", "H", "H", "H", "H", "H", "O", "N", "O", "C", "C", "C", "C", "C", "C", "N", "C", "C", "N", "C", "C", "C", "C", "H", "H", "H", "H", "H", "H", "H", "F", "C", "C", "F", "C", "F", "C", "O", "C", "F", "C", "F"],
  "coordinates": [[0.113, -0.187, -0.041], [1.227, -1.268, 3.980], [2.290, -1.041, 2.909], [2.276, 0.398, 2.395], [1.756, 0.630, 1.036], [2.329, 1.658, 0.432], [3.091, 2.646, 1.113], [3.994, 3.580, 0.637], [4.460, 3.782, -0.653], [3.950, 3.180, -1.789], [2.837, 2.368, -1.940], [1.962, 1.810, -0.985], [0.817, 1.217, -1.274], [0.428, 1.127, -2.682], [0.974, -0.176, -3.311], [1.878, -0.983, -2.373], [1.214, -1.446, -1.152], [1.179, -2.722, -0.858], [1.993, -3.709, -1.481], [1.977, -5.086, -1.424], [1.110, -5.952, -0.767], [0.107, -5.564, 0.095], [-0.203, -4.300, 0.582], [0.327, -3.023, 0.305], [0.040, -1.958, 1.051], [-0.459, -2.255, 2.397], [-0.181, -1.152, 3.408], [1.365, -0.539, 4.786], [1.356, -2.258, 4.429], [2.143, -1.722, 2.074], [3.277, -1.256, 3.322], [3.304, 0.757, 2.416], [1.717, 1.026, 3.105], [2.946, 2.668, 2.186], [4.439, 4.212, 1.400], [5.278, 4.479, -0.783], [4.458, 3.423, -2.716], [2.615, 2.106, -2.965], [0.781, 2.003, -3.224], [-0.650, 1.145, -2.739], [1.558, 0.050, -4.208], [0.146, -0.814, -3.609], [2.751, -0.389, -2.094], [2.242, -1.818, -2.962], [2.791, -3.311, -2.090], [2.755, -5.564, -2.013], [1.241, -7.014, -0.939], [-0.511, -6.365, 0.489], [-1.015, -4.288, 1.299], [0.028, -3.169, 2.751], [-1.527, -2.472, 2.386], [-0.919, -1.205, 4.213], [-0.302, -0.181, 2.918], [-6.389, -0.040, 4.362], [-5.847, 1.035, 4.222], [-6.198, 2.052, 4.782], [-4.672, 1.113, 3.317], [-3.932, 2.228, 3.414], [-2.740, 2.404, 2.648], [-2.032, 3.611, 2.692], [-0.941, 3.745, 1.887], [-0.535, 2.649, 1.118], [-1.117, 1.462, 1.113], [-2.271, 1.370, 1.831], [-3.094, 0.188, 1.706], [-2.648, -0.713, 0.837], [-3.380, -1.764, 0.559], [-4.641, -1.963, 1.129], [-5.107, -1.060, 2.053], [-4.319, 0.056, 2.394], [-4.250, 3.007, 4.093], [-2.377, 4.419, 3.328], [-0.380, 4.668, 1.830], [0.306, 2.770, 0.469], [-2.954, -2.477, -0.143], [-5.242, -2.815, 0.837], [-6.077, -1.199, 2.499], [-6.339, -0.112, -3.443], [-5.093, -0.243, -2.968], [-4.395, -1.425, -3.133], [-4.975, -2.446, -3.769], [-3.110, -1.555, -2.647], [-2.481, -2.731, -2.796], [-2.451, -0.531, -1.945], [-1.264, -0.706, -1.463], [-3.190, 0.661, -1.832], [-2.636, 1.706, -1.182], [-4.477, 0.802, -2.308], [-5.134, 1.954, -2.133]],
  "molar_mass_g_mol": 806.74,
  "spin_multiplicity": 2,
  "total_charge": 0,
  "lumo_ev": [-1.16, -1.16],
  "relative_energy_kj_mol": 80.8
}

=====

[5]
{
  "formula": "C7H11NS",
  "method": "ωB97M-V with the def2-TZVPD basis set",
  "symbols": ["C", "C", "C", "C", "C", "C", "C", "N", "S", "H", "H", "H", "H", "H", "H", "H", "H", "H", "H", "H"],
  "coordinates": [[-0.958, 1.832, -0.447], [-0.747, 1.382, 0.802], [0.600, -0.720, 0.743], [-1.994, 2.332, -1.395], [-0.850, 1.737, 2.239], [2.291, -2.565, 0.616], [1.129, -1.913, 1.508], [0.385, 1.652, -0.198], [1.258, -0.078, -0.565], [-2.869, 2.242, -0.636], [-1.676, 3.398, -1.592], [-2.109, 1.869, -2.393], [-0.376, 1.044, 3.082], [-0.433, 2.788, 2.287], [-1.942, 1.852, 2.484], [1.776, -2.476, -0.372], [2.516, -3.672, 0.930], [3.135, -1.979, 0.870], [1.582, -1.510, 2.438], [0.406, -2.715, 1.635]],
  "molar_mass_g_mol": 141.24,
  "spin_multiplicity": 1,
  "total_charge": 0,
  "lumo_ev": 0.55,
  "relative_energy_kj_mol": 673.9
}